Record 1
Molecular formula: C6H6O
Method: DFT, ωB97M-V/def2-TZVPD

```
13
Properties=species:S:1:pos:R:3:forces:R:3
C -0.53049 1.26478 0.37736 -0.8 -1.6 0.7
H -1.91527 -1.07214 0.36921 1.1 -0.3 -1.6
H 0.09052 2.11690 0.16321 -0.2 0.2 -0.2
C -1.08744 -1.13396 -0.49289 -3.3 -0.9 -0.4
H -1.63138 1.30027 0.56426 1.0 0.8 -0.8
H 3.07979 -0.05556 -1.98344 0.9 -0.3 -0.6
C 1.14100 -0.12913 -0.96756 -1.2 -0.3 1.0
C -0.08867 0.18219 1.28626 1.2 -0.1 1.2
C -0.10185 -0.09163 -0.25500 -0.4 0.3 1.4
O -1.18742 -1.94710 -1.39287 0.7 1.1 1.4
C 2.17421 -0.29358 -1.52833 0.5 0.7 -0.2
H 0.84486 -0.06360 1.76036 0.9 1.1 -0.4
H -0.78788 -0.07744 2.09943 -0.5 -0.7 -1.4
```
Positions in Å, forces in eV/Å.

E = -307.3188 Ha
energy above the lowest of the compared OMol25 structures with the same formula, charge and spin = 3.934 eV
Kohn-Sham gap = 10.72 eV
E_HOMO = -9.8639 eV
structure (SMILES) = C#CC1(C=O)CC1

***

Record 2
Molecular formula: C6H6O
Method: DFT, ωB97M-V/def2-TZVPD

```
13
Properties=species:S:1:pos:R:3:forces:R:3
C -1.00116 1.87615 0.00976 -0.1 0.3 -0.1
H -1.59265 -0.14438 1.28761 0.1 0.1 -0.1
C -0.47042 -2.41858 -0.22298 -0.3 0.0 0.1
O -1.55290 -2.36414 0.30560 0.5 -0.1 -0.3
H -0.94992 2.79741 0.59480 0.0 -0.1 -0.1
H 0.26253 -3.20763 0.03029 -0.1 0.0 0.0
H 3.71727 0.49926 -0.48963 -0.2 -0.1 0.0
H -1.51463 1.98536 -0.94864 0.1 0.0 0.1
C 2.66298 0.55826 -0.32792 -0.4 0.1 0.1
C -1.01100 0.55747 0.71093 0.3 0.0 0.0
C 0.11415 0.87394 0.14527 -0.1 0.0 0.2
C 1.47982 0.66444 -0.11828 0.4 -0.1 0.0
H -0.14405 -1.67756 -0.97681 -0.1 -0.1 0.1
```
Positions in Å, forces in eV/Å.

E = -307.2713 Ha
energy above the lowest of the compared OMol25 structures with the same formula, charge and spin = 5.228 eV
Kohn-Sham gap = 9.84 eV
E_HOMO = -9.1309 eV
structure (SMILES) = C#CC1=CC1.C=O

***

Record 3
Molecular formula: C6H6O
Method: DFT, ωB97M-V/def2-TZVPD

```
13
Properties=species:S:1:pos:R:3:forces:R:3
O 1.54879 1.07098 -0.00344 0.2 0.0 -0.2
C -2.90636 -0.20405 1.01170 0.1 -0.4 -0.5
C 0.16874 1.28887 0.24422 0.0 -0.1 0.1
H 0.34827 -2.06913 -0.25144 0.0 0.3 -0.1
C -1.82427 -0.29890 0.48634 -0.2 0.5 0.5
C 1.80685 -0.29318 -0.29642 0.0 -0.3 -0.1
H -3.90730 -0.21682 1.38274 0.2 0.0 0.0
H 2.24270 -0.38811 -1.30246 -0.1 0.0 0.1
C 0.48117 -0.99136 -0.18047 -0.1 0.2 0.1
H 0.07853 1.70058 1.26134 -0.3 -0.2 -0.2
H -0.23848 2.03525 -0.46134 0.1 -0.3 0.1
C -0.46069 -0.09425 0.11090 0.2 0.0 0.3
H 2.53673 -0.69897 0.42073 -0.1 0.1 -0.1
```
Positions in Å, forces in eV/Å.

E = -307.3621 Ha
energy above the lowest of the compared OMol25 structures with the same formula, charge and spin = 2.757 eV
Kohn-Sham gap = 9.93 eV
E_HOMO = -8.9925 eV
structure (SMILES) = C#CC1=CCOC1

***

Record 4
Molecular formula: C6H6O
Method: DFT, ωB97M-V/def2-TZVPD

```
13
Properties=species:S:1:pos:R:3:forces:R:3
O -0.99744 -2.07004 0.88918 -0.6 -0.3 -0.8
H 0.33771 2.48562 -1.03080 0.8 -0.2 -0.8
H 0.24215 2.15143 1.37235 0.3 0.1 -0.1
C 0.22084 1.30935 0.69904 -0.1 -1.1 -2.2
C 0.46417 0.27073 -1.45741 -2.9 0.2 -0.5
C 0.28344 1.45122 -0.72627 1.3 0.6 2.8
C -0.54982 -0.90270 0.32337 1.6 -0.1 0.3
H -0.85820 -1.52312 -1.72666 0.7 0.2 0.2
C 0.14971 -0.01357 1.13966 -1.4 0.7 1.6
H 0.39716 -0.26453 2.18669 -0.5 0.1 -0.5
H 1.20291 0.11771 -2.22073 -0.6 0.4 -1.2
C -0.46668 -0.73137 -1.07759 1.6 -0.8 0.8
H -0.42596 -2.28072 1.62918 0.0 0.1 0.2
```
Positions in Å, forces in eV/Å.

E = -307.3775 Ha
energy above the lowest of the compared OMol25 structures with the same formula, charge and spin = 2.338 eV
Kohn-Sham gap = 8.61 eV
E_HOMO = -8.1148 eV
structure (SMILES) = Oc1ccccc1

***

Record 5
Molecular formula: C6H6O
Method: DFT, ωB97M-V/def2-TZVPD

```
13
Properties=species:S:1:pos:R:3:forces:R:3
H 0.16878 -0.29406 1.84101 -1.2 -2.5 0.2
C -0.98480 -2.28669 1.51760 0.4 0.2 0.2
C 0.20788 -0.28371 -1.20677 0.1 -0.2 -0.3
C -0.48980 -1.14528 1.18159 1.0 1.0 1.0
H 0.19595 1.60011 -2.33351 0.2 -0.1 0.0
H -0.79969 1.49571 1.34982 0.3 0.0 -0.1
H -0.97311 -2.92440 2.39852 -0.1 0.2 -0.3
O 0.36634 1.88744 -0.31225 0.4 0.6 -1.2
H 1.79420 1.17136 -1.64179 -0.2 0.0 0.0
C -0.33812 -0.25784 0.02795 0.1 0.7 0.2
C -0.23076 1.07196 0.52930 -0.7 -0.3 0.2
H 0.37590 -1.13913 -1.85372 0.0 0.2 0.2
C 0.70721 1.10454 -1.49775 -0.2 0.3 -0.1
```
Positions in Å, forces in eV/Å.

E = -307.2361 Ha
energy above the lowest of the compared OMol25 structures with the same formula, charge and spin = 6.187 eV
Kohn-Sham gap (spin up / spin down) = 6.38 / 8.90 eV
E_HOMO (spin up / spin down) = -6.7028 / -8.4616 eV

***

Record 6
Molecular formula: C6H6O
Method: DFT, ωB97M-V/def2-TZVPD

```
13
Properties=species:S:1:pos:R:3:forces:R:3
O 1.72179 -1.20242 -0.68808 0.1 0.3 0.1
C -0.28440 0.48904 0.47390 -0.2 -0.3 -0.1
C -0.65763 -0.68363 0.16588 0.3 0.2 0.0
H 2.19089 0.21803 0.70443 -0.1 -0.1 -0.1
C -1.05835 2.75825 1.47932 0.1 -0.4 -0.2
C -0.73357 1.68924 1.01718 -0.1 0.4 0.2
C 1.77434 -0.02539 -0.28592 0.0 -0.1 0.0
C -0.36853 -1.93424 -0.36071 0.0 0.0 0.0
H 1.71647 0.81823 -0.99227 0.0 -0.1 0.1
H -1.37016 3.69179 1.89104 0.1 -0.1 -0.1
H -1.66202 -1.39931 0.18552 -0.1 0.0 0.0
H -0.60177 -2.14945 -1.40014 0.0 0.1 0.1
H -0.13001 -2.76131 0.30337 -0.1 0.1 -0.1
```
Positions in Å, forces in eV/Å.

E = -307.1916 Ha
energy above the lowest of the compared OMol25 structures with the same formula, charge and spin = 7.397 eV
Kohn-Sham gap = 8.73 eV
E_HOMO = -8.4066 eV

***

Record 7
Molecular formula: C6H6O2
Method: DFT, ωB97M-V/def2-TZVPD

```
14
Properties=species:S:1:pos:R:3:forces:R:3
C 1.99869 0.10485 -0.18600 -0.1 -0.7 -0.7
H -2.56216 -0.16199 0.87986 -0.1 0.3 0.5
C -0.07053 -0.69716 0.24772 -2.1 1.4 2.5
H 1.45071 2.24358 -0.25450 0.8 2.8 -0.5
H -0.26786 -0.93041 1.33008 0.4 0.1 -0.3
H 3.03102 0.03810 -0.52757 0.0 0.6 0.6
C -0.09778 0.84028 0.14790 0.8 -2.0 -0.8
H -2.93189 0.17675 -0.80402 -0.2 -0.3 -0.6
O -1.34434 1.21443 -0.10130 -0.6 0.7 0.2
C -2.13574 0.01062 -0.10365 0.1 0.2 0.6
C 1.29065 -1.03713 -0.07668 2.0 -1.6 -0.9
C 1.14293 1.29575 -0.08490 -0.8 -2.2 0.7
H 1.78865 -2.04138 -0.07619 -0.9 1.0 0.0
O -1.29235 -1.05628 -0.39075 0.5 -0.3 -1.4
```
Positions in Å, forces in eV/Å.

E = -382.6158 Ha
energy above the lowest of the compared OMol25 structures with the same formula, charge and spin = 1.904 eV
Kohn-Sham gap = 9.09 eV
E_HOMO = -8.1528 eV
structure (SMILES) = C1=C[C@@H]2OCOC2=C1

***

Record 8
Molecular formula: C6H6O2S2
Method: DFT, ωB97M-V/def2-TZVPD

```
16
Properties=species:S:1:pos:R:3:forces:R:3
H -2.84932 -0.99739 0.06657 1.0 -1.7 -0.6
H -3.79068 0.11878 -1.04817 0.6 -0.4 -0.4
S 3.84132 0.30867 0.43690 -0.3 -0.8 -0.6
C 1.62894 -0.92994 0.03918 3.9 2.0 -0.1
H 3.24478 -2.14649 0.62541 0.9 -0.8 0.0
H 0.99350 -1.68606 -0.15704 -2.5 -2.2 -0.2
H -4.55725 -0.58623 0.31083 1.3 0.8 0.7
S -2.46911 1.13794 0.71268 -2.7 0.7 -0.2
C 1.38703 0.48782 -0.17173 -1.0 -3.4 -0.6
C 2.96739 -1.20848 0.22871 -1.8 2.4 1.0
C 0.09554 0.71381 -0.59492 -2.7 1.5 1.1
O -0.79792 1.00107 -1.26638 0.9 -0.1 -0.9
C -3.54316 -0.22839 -0.04738 -1.4 1.5 0.4
H 2.56268 2.25990 -0.29738 0.2 0.8 0.0
O -1.19312 0.52563 1.23402 1.8 -1.0 -0.3
C 2.47938 1.22936 -0.07131 1.8 0.6 0.7
```
Positions in Å, forces in eV/Å.

E = -1178.9294 Ha
energy above the lowest of the compared OMol25 structures with the same formula, charge and spin = 3.101 eV
Kohn-Sham gap (spin up / spin down) = 6.11 / 6.89 eV
E_HOMO (spin up / spin down) = -6.5123 / -7.0536 eV